1.
Here is a cluster of 2 separate species, C5H14 in total at a distorted geometry from OMol25. Energies are from ωB97M-V with the def2-TZVPD basis set.

Cartesian coordinates (Å):
C1 1.49 1.94 -0.41
C2 1.30 2.38 1.03
C3 0.81 0.66 -0.72
H1 1.12 2.81 -1.06
H2 2.63 1.86 -0.44
H3 1.88 1.90 1.70
H4 0.22 2.36 1.18
H5 0.09 0.89 -1.57
H6 1.56 0.10 -1.17
H7 1.51 3.39 1.26
H8 0.25 0.10 -0.04
C4 -2.19 -2.77 0.22
C5 -1.02 -1.83 -0.11
H9 -2.82 -2.69 -0.74
H10 -1.84 -3.83 0.45
H11 -2.96 -2.28 0.96
H12 -0.63 -1.52 0.80
H13 -1.14 -1.06 -0.73
H14 -0.28 -2.41 -0.61

Summary:
* HOMO-LUMO gap: 0.4439 hartree
* E_LUMO: 1.04 eV
* SMILES string: CCC.CC
* M: 74.17 g/mol



2.
Here is a cluster of 2 separate species, C5H14 in total at a distorted geometry from OMol25. Energies are from ωB97M-V with the def2-TZVPD basis set.

Cartesian coordinates (Å):
C1 -0.16 -2.11 -1.76
C2 -1.64 -1.76 -1.59
H1 0.16 -3.16 -1.85
H2 0.17 -1.69 -2.71
H3 0.25 -1.86 -0.78
H4 -2.29 -2.48 -2.08
H5 -1.69 -0.76 -2.01
H6 -1.96 -1.67 -0.55
C3 0.42 0.87 1.08
C4 0.33 1.54 2.47
C5 1.13 1.73 0.04
H7 -0.59 0.60 0.79
H8 1.07 -0.01 1.21
H9 -0.45 2.30 2.54
H10 0.12 0.67 3.11
H11 0.44 2.22 -0.66
H12 1.73 1.16 -0.68
H13 1.25 1.90 2.93
H14 1.73 2.51 0.51

Summary:
* HOMO-LUMO gap: 0.4584 hartree
* E_LUMO: 1.12 eV
* SMILES string: CCC.CC
* M: 74.17 g/mol



What did we get for relative energy (zero: lowest compared OMol25 entry of this formula, charge and spin)? Answer: 44.1; 18.3 kcal/mol, in the order shown.